DFT (ωB97M-V with the def2-TZVPD basis set) results for a structure of composition C32H41Cl2N2OP3Tc.

The value obtained for the max |F| is 6.339 eV/Å. The value obtained for the HOMO-LUMO gap (alpha / beta) is 7.5 / 5.4 eV. As for the multiplicity: 4. Its net charge is +2. The expectation value of S² is 3.795.

Last column: Mulliken spin population.
CARTESIAN COORDINATES (ANGSTROEM)
Tc (0.3425, -1.7552, 2.6802)  1.876
Cl (0.2278, -2.0668, 5.1541)  0.047
Cl (0.9655, -4.1295, 2.4819)  0.045
P (0.1459, 0.2474, -3.7066)  0.527
P (-0.6142, 2.9459, 3.0101)  -0.007
P (-1.9404, -2.3660, 2.4192)  -0.075
O (1.1615, 1.6621, 0.6172)  0.003
N (2.4363, -1.4246, 2.6498)  -0.029
N (3.3439, -2.3800, 2.9873)  0.005
C (-0.2804, 1.2317, 2.4727)  0.091
C (-0.3916, -1.3946, -4.0783)  0.013
C (4.5030, -0.5871, 2.4527)  -0.001
C (-1.8640, 3.4248, -2.2375)  -0.036
C (3.7997, 1.5668, -4.7244)  0.002
C (-1.5886, -2.6975, -5.7429)  -0.024
C (2.5183, 1.0280, -4.7863)  0.039
C (0.2264, -3.6982, -4.4866)  -0.007
C (3.9138, 1.0551, -2.3566)  0.008
C (-3.0712, 2.8498, -1.8366)  0.089
C (1.8833, 0.5889, -3.5934)  0.088
C (-2.2788, -3.9066, 3.2971)  0.005
C (-0.9419, 1.2180, -2.6932)  0.016
C (-2.1304, 0.6410, -2.1835)  0.062
C (-0.6912, -3.7583, -5.5422)  0.062
C (-3.1713, 1.4595, -1.7517)  -0.039
C (0.2992, -1.8237, 0.8449)  0.070
C (-1.9409, 3.6350, 2.0124)  0.010
C (-3.1397, -1.1346, 2.9908)  0.007
C (-0.0138, 0.9107, 1.0149)  -0.015
C (-1.5064, -1.5572, -4.9534)  0.076
C (4.6050, -1.9020, 2.8915)  0.025
C (4.4955, 1.5949, -3.5067)  0.008
C (-2.5880, -2.7108, 0.7485)  0.006
C (-0.1419, 0.2037, 3.3444)  -0.119
C (3.1417, -0.3266, 2.2683)  0.022
C (-1.0895, 2.8634, 4.7337)  -0.001
C (0.3794, -2.5325, -3.7398)  0.024
C (0.2230, -0.5313, 0.9982)  0.015
C (2.6146, 0.5437, -2.3825)  -0.006
C (-0.7884, 2.6330, -2.6229)  0.085
C (0.8800, 3.9181, 2.8119)  0.006
H (-2.0079, 2.2722, 4.8453)  0.000
H (3.0481, -3.3293, 3.1925)  0.000
H (-3.3122, -4.2047, 3.0966)  -0.001
H (1.6627, 3.4980, 3.4597)  0.000
H (2.6551, 0.5568, 1.8727)  0.010
H (-1.5728, -4.6628, 2.9382)  0.001
H (-1.6635, 3.6338, 0.9493)  -0.005
H (-3.0830, -0.2422, 2.3571)  0.005
H (-4.1503, -1.5546, 2.9413)  -0.001
H (-4.0833, 1.0077, -1.3679)  0.000
H (0.3351, -2.5415, 0.0351)  -0.003
H (5.5011, 2.0248, -3.4598)  0.000
H (-0.3140, 0.3762, 4.4209)  -0.007
H (-2.2619, -0.7699, -5.0080)  0.003
H (0.6728, 4.9610, 3.0973)  0.000
H (-2.7748, -1.7747, 0.2091)  -0.001
H (-2.8625, 3.0511, 2.1499)  0.000
H (-0.7235, -4.6370, -6.1962)  0.002
H (4.4821, 1.0406, -1.4219)  0.001
H (-2.0990, -3.7348, 4.3620)  0.000
H (4.2884, 1.9706, -5.6120)  0.000
H (-2.2373, -0.4468, -2.1775)  0.008
H (1.2005, 3.8555, 1.7629)  0.000
H (0.8495, -4.5692, -4.2712)  0.001
H (1.9539, 0.9332, -5.7179)  0.001
H (1.3425, 1.5668, -0.3377)  -0.010
H (2.1493, 0.0689, -1.5121)  -0.008
H (5.4479, -2.5160, 3.1501)  0.001
H (5.3043, 0.1081, 2.2780)  0.001
H (-1.7843, 4.5112, -2.2607)  0.001
H (1.0993, -2.4567, -2.9226)  0.006
H (-3.5265, -3.2702, 0.8320)  -0.001
H (0.1591, 3.0918, -2.9178)  0.000
H (-2.1232, 4.6703, 2.3362)  0.000
H (-1.8649, -3.3006, 0.1772)  0.000
H (-0.9176, 1.1586, 0.4260)  0.023
H (-0.2889, 2.3916, 5.3175)  0.000
H (-2.3364, -2.7796, -6.5353)  -0.001
H (-1.2679, 3.8755, 5.1208)  0.000
H (-2.8974, -0.8498, 4.0184)  0.001
H (-3.9323, 3.4780, -1.5843)  0.002

DFT (ωB97M-V with the def2-TZVPD basis set) results for a structure of composition C32H41F5Ge2RuS.

The value obtained for the max |F| is 0.298 eV/Å. The value obtained for the HOMO-LUMO gap (alpha / beta) is 8.3 / 5.4 eV. As for the multiplicity: 6. Its net charge is +1. The expectation value of S² is 8.779.

Last column: Mulliken spin population.
CARTESIAN COORDINATES (ANGSTROEM)
Ru (-0.0227, -0.4248, -0.9368)  2.785
Ge (1.7410, 1.3540, -0.2650)  0.080
Ge (-0.0082, 0.2796, 1.7039)  0.127
S (-2.1870, 0.1594, -1.6641)  0.543
F (-6.0782, -3.8404, 0.1734)  0.006
F (-5.0295, -0.0670, -2.3753)  0.004
F (-3.5172, -3.9496, 1.0864)  -0.002
F (-1.7218, -2.1601, 0.2818)  0.043
F (-6.8151, -1.8925, -1.5534)  -0.001
C (-2.9814, -2.0528, -0.1905)  0.027
C (0.1410, 4.7039, 4.7535)  0.000
C (1.3872, -1.4118, 3.7615)  0.008
C (2.0083, 3.5787, -2.1863)  0.026
C (1.2373, -1.0543, -2.9486)  0.082
C (-1.9532, 0.4248, 1.9681)  0.027
C (2.1175, -2.9297, -1.3413)  0.055
C (0.7252, -1.4337, 2.3848)  0.027
C (0.0517, -0.8455, -3.6676)  0.142
C (-0.8729, -1.9109, -3.3351)  0.217
C (0.6714, 1.9877, 4.8042)  0.000
C (-3.8906, -2.9961, 0.2407)  -0.018
C (0.8835, 1.9445, 2.2970)  0.036
C (-2.3027, 0.7687, 3.4213)  0.011
C (0.4592, 2.6721, 5.9897)  0.000
C (-5.1959, -2.9418, -0.2222)  0.056
C (-5.5692, -1.9397, -1.1055)  -0.018
C (0.3650, 4.0183, 3.5690)  0.000
C (-0.1852, 0.2038, -4.6978)  -0.022
C (-2.1581, -2.1922, -4.0280)  0.029
C (1.0501, -2.2574, -2.1429)  0.480
C (0.6346, 2.6503, 3.5788)  -0.006
C (-0.2551, -2.7343, -2.3458)  0.068
C (3.5601, 0.6127, -0.2948)  0.034
C (1.0618, 2.4405, -1.7903)  0.041
C (1.6571, 2.4448, 1.3259)  -0.018
C (-0.8257, -4.0084, -1.8114)  -0.004
C (-4.6407, -1.0030, -1.5181)  0.014
C (-3.3163, -1.0278, -1.0712)  0.016
C (4.6132, 1.6334, -0.7341)  0.007
C (0.1899, 4.0340, 5.9670)  0.000
C (2.5680, -0.4579, -3.3205)  0.023
H (-2.0086, -2.9484, -4.8053)  0.028
H (-2.5651, -1.2988, -4.4985)  0.002
H (0.5020, 2.1434, 6.9329)  0.000
H (-0.9389, 0.9203, -4.3610)  0.010
H (-2.3486, 1.1772, 1.2852)  0.004
H (-3.3858, 0.7548, 3.5573)  0.003
H (2.6991, -2.2180, -0.7542)  -0.025
H (0.6569, -1.2484, 4.5543)  -0.001
H (-1.9468, 1.7574, 3.7039)  -0.002
H (0.3112, 4.5415, 2.6220)  0.000
H (0.7277, 0.7494, -4.9285)  0.002
H (4.5119, 2.5789, -0.1987)  0.001
H (-1.9133, -3.9681, -1.7561)  0.003
H (2.2151, 3.3699, 1.4702)  0.002
H (3.7289, 0.3199, 0.7449)  0.007
H (1.4414, -1.7747, 1.6333)  0.001
H (-0.5638, -0.2392, -5.6208)  0.006
H (2.2890, 4.1845, -1.3237)  -0.001
H (1.5243, 4.2389, -2.9073)  0.003
H (-0.4449, -4.2448, -0.8196)  -0.001
H (2.7265, -0.5603, -4.3952)  0.003
H (0.0155, 4.5700, 6.8903)  0.000
H (0.8788, 0.9273, 4.8269)  -0.001
H (-2.9012, -2.5939, -3.3368)  -0.001
H (2.9246, 3.2066, -2.6426)  -0.004
H (-2.3921, -0.5338, 1.7053)  -0.002
H (1.7010, -3.6744, -0.6659)  0.005
H (3.3837, -0.9773, -2.8226)  0.002
H (-0.0766, 5.7636, 4.7277)  0.000
H (-0.5700, -4.8409, -2.4718)  0.008
H (-0.1104, -2.1383, 2.3701)  0.011
H (1.8738, -2.3667, 3.9653)  0.000
H (-1.8800, 0.0461, 4.1225)  -0.001
H (2.8185, -3.4421, -2.0068)  0.016
H (3.6196, -0.2906, -0.8932)  -0.004
H (0.8251, 1.8159, -2.6544)  -0.013
H (2.6501, 0.6019, -3.0780)  0.002
H (2.1473, -0.6324, 3.8331)  0.000
H (0.1140, 2.8445, -1.4256)  0.011
H (5.6170, 1.2544, -0.5375)  0.001
H (4.5469, 1.8453, -1.8012)  -0.001

DFT (ωB97M-V with the def2-TZVPD basis set) results for a structure of composition C32H41FeN4O4S2Si.

The value obtained for the max |F| is 1.162 eV/Å. The value obtained for the HOMO-LUMO gap (alpha / beta) is 4.6 / 6.5 eV. As for the multiplicity: 5. Its net charge is -1. The expectation value of S² is 6.360.

Last column: Mulliken spin population.
CARTESIAN COORDINATES (ANGSTROEM)
Fe (-0.0603, -0.0598, -0.3718)  3.515
S (-2.6595, 3.8337, 0.4524)  -0.003
S (-0.0891, 2.3688, -0.0226)  -0.018
Si (1.4398, 0.4721, 1.3544)  -0.406
O (-1.4948, 0.2480, -1.9124)  -0.047
O (1.5466, -0.5277, -1.6016)  0.199
O (-0.5608, -2.1548, -0.8384)  0.017
O (-1.9100, 2.3117, -2.6972)  0.002
N (-0.5356, -2.1444, 2.0583)  0.004
N (-0.0914, -2.3902, -3.0067)  0.009
N (-2.4445, 1.3267, 0.8705)  -0.002
N (-1.7465, 0.1543, 0.9941)  0.002
C (3.4280, -0.3489, -3.0078)  -0.117
C (-2.3411, -2.9468, -2.2308)  0.005
C (-0.3628, -2.8516, -4.3510)  0.004
C (3.4076, 1.9584, -0.1069)  0.089
C (-2.4181, -4.4386, -2.5863)  0.000
C (-2.0509, -4.7459, -4.0388)  0.000
C (-0.7535, -4.4405, 2.6920)  -0.006
C (-2.1283, -4.3692, 2.5388)  0.003
C (6.0104, -1.2312, -3.7816)  0.247
C (0.6632, 0.7134, 3.0508)  -0.039
C (2.1280, 0.0587, -2.6131)  0.366
C (4.0811, 0.1781, -4.1567)  0.231
C (3.1946, 2.6091, 2.1836)  -0.009
C (-0.9387, -2.4576, -1.9780)  0.004
C (-1.7391, 2.3346, 0.4400)  -0.001
C (1.4014, 1.1524, -3.3530)  -0.024
C (2.7756, 1.7958, 1.1298)  -0.009
C (-2.1330, 1.1035, -2.6142)  0.003
C (-0.0086, -3.2914, 2.4496)  0.001
C (-2.4465, -0.8170, 1.4432)  0.017
C (-3.2851, 0.5148, -3.4337)  0.002
C (4.8132, 3.6991, 0.7761)  -0.002
C (4.2027, 3.5506, 2.0128)  -0.002
C (-1.8166, 4.7990, -0.8235)  -0.002
C (2.4350, -1.1586, 1.4123)  -0.114
C (4.1316, -1.3386, -2.2646)  0.213
C (5.3869, -1.7579, -2.6462)  -0.126
C (4.4129, 2.8975, -0.2852)  0.005
C (-0.6247, -4.3579, -4.4242)  0.001
C (-2.6904, -3.1706, 2.1365)  -0.005
C (5.3364, -0.2604, -4.5251)  -0.131
C (-1.8564, -2.0845, 1.8775)  0.004
H (-1.2171, -2.3074, -4.7703)  0.002
H (5.9017, -2.5066, -2.0538)  -0.007
H (-0.9412, 5.3049, -0.4232)  0.000
H (0.8071, -1.9801, -2.7667)  -0.011
H (-2.5446, 5.5300, -1.1732)  -0.001
H (4.8858, 2.9984, -1.2549)  0.002
H (-3.7964, 1.3011, -3.9848)  0.001
H (-1.7745, -5.0081, -1.9083)  0.000
H (2.4642, -1.5304, 2.4421)  -0.004
H (3.4554, -0.9684, 1.0762)  -0.014
H (-0.4164, -4.7099, -5.4378)  0.000
H (0.5311, 1.4683, -2.7812)  -0.013
H (3.6509, -1.7511, -1.3877)  0.066
H (2.7206, 2.5159, 3.1543)  0.000
H (-1.5425, 4.1314, -1.6389)  0.001
H (-0.0553, -0.0877, 3.2266)  0.010
H (-2.7522, -5.2337, 2.7293)  0.000
H (3.1138, 1.3368, -0.9441)  -0.028
H (-2.8917, -2.7426, -1.3138)  0.001
H (-2.1920, -5.8143, -4.2246)  0.000
H (-3.9873, 0.0148, -2.7643)  -0.001
H (0.0845, -4.8559, -3.7565)  0.000
H (-3.4413, -4.7781, -2.4090)  0.000
H (2.0010, -1.9297, 0.7743)  0.032
H (1.4381, 0.6571, 3.8213)  -0.003
H (2.0418, 2.0239, -3.5156)  0.010
H (1.0695, -3.2994, 2.5750)  -0.001
H (6.9944, -1.5692, -4.0808)  0.027
H (-0.2638, -5.3552, 2.9973)  0.000
H (-3.7604, -3.0638, 2.0065)  0.000
H (0.1498, 1.6727, 3.1387)  0.002
H (-2.8892, -0.2231, -4.1348)  0.001
H (-3.5194, -0.6712, 1.5605)  0.002
H (5.5953, 4.4364, 0.6393)  0.000
H (4.5114, 4.1700, 2.8471)  0.000
H (-2.7510, -4.2155, -4.6943)  0.000
H (0.5046, -2.5942, -4.9566)  -0.001
H (3.5854, 0.9296, -4.7576)  0.043
H (-2.7857, -2.3486, -3.0274)  0.000
H (1.0571, 0.8144, -4.3387)  0.014
H (5.8060, 0.1571, -5.4093)  -0.007

Let's list energy above the lowest of the compared OMol25 structures with the same formula, charge and spin in order: 11.1, 2.2, 22.4 kcal/mol.
Let's list calculated total energy in order: -93971.52831, -173875.98122, -111938.62109 eV.